C11H12F2O in the gas phase at a distorted geometry, computed with ωB97M-V/def2-TZVPD.

The geometry in XYZ format:
```
26
Properties=species:S:1:pos:R:3:forces:R:3:nbo_charge:R:1
C 1.57456 0.28240 -0.69876 0.41 1.71 4.45 -0.2086
C 2.26650 1.08222 0.25630 -2.81 -2.73 0.20 -0.1595
C 0.36854 -0.50426 -0.63941 1.00 0.30 2.09 -0.2419
C -0.27401 -0.85103 0.54251 1.91 1.09 -0.50 0.3691
C -0.19604 -0.94788 -1.91923 1.06 -2.62 -1.10 -0.4367
C -1.70924 -1.06647 -1.79879 -0.82 -0.02 0.21 -0.4432
C 2.22587 1.00246 1.74436 0.71 1.74 -2.12 -0.3796
C 2.33820 -0.42976 2.37087 -0.11 1.75 -0.05 0.1727
C -2.32565 -0.53786 -0.50625 -2.84 -1.53 0.54 0.0991
C 1.19174 0.46263 2.61286 -0.41 -1.42 -0.53 0.3821
C -2.65226 0.90547 -0.49757 0.81 2.27 0.84 -0.6517
O -1.54177 -1.02431 0.64438 -1.28 0.17 -0.21 -0.4795
F 3.39215 -0.57942 3.18329 0.26 -0.44 0.95 -0.3215
F 0.92940 1.06180 3.77038 0.05 -0.17 0.22 -0.3132
H 1.80990 0.57808 -1.64073 0.77 0.61 -2.87 0.1920
H 2.80456 1.90640 -0.09062 1.21 0.76 -0.81 0.2044
H 0.26618 -0.44804 -2.77813 -0.76 0.84 0.24 0.2328
H 0.25750 -1.99047 -2.19626 -1.01 1.27 0.81 0.2213
H -2.24651 -0.49652 -2.54495 0.01 -0.27 -0.67 0.2234
H -1.96900 -2.11445 -1.82318 -0.26 -0.24 -0.45 0.2232
H 2.83796 1.82791 2.19681 -0.54 -1.04 -0.03 0.2421
H 2.30657 -1.11687 1.56573 -0.25 -1.02 -0.22 0.2017
H -3.43797 -0.94665 -0.29567 2.72 -0.12 -0.68 0.2024
H -1.77875 1.55904 -0.66176 -0.08 -0.23 0.03 0.2144
H -3.06729 1.20625 0.49090 0.11 -0.23 -0.68 0.2292
H -3.37113 1.17933 -1.28708 0.14 -0.43 0.33 0.2256
```
Forces are in eV/Å.

Total charge: 0
DFT total energy: -701.0348 hartree
Maximum force: 4.8 eV/A

C2H4N4 in the gas phase at a distorted geometry, computed with ωB97M-V/def2-TZVPD.

The geometry in XYZ format:
```
10
Properties=species:S:1:pos:R:3:forces:R:3:nbo_charge:R:1
N 1.19143 0.72068 0.97130 0.23 -0.21 0.13 -0.7992
C 0.35891 0.02131 0.13488 -0.41 0.07 0.50 0.5627
N -0.89534 -0.04582 0.59988 -0.34 1.20 0.57 -0.6242
C -1.72931 -0.38266 -0.38525 1.19 -0.51 -0.14 0.1481
N -1.25900 -0.93043 -1.46185 1.23 1.20 -0.68 -0.1307
N 0.65638 -0.46297 -1.04485 -1.59 -0.02 0.55 -0.5911
H 2.17123 0.50074 1.00513 0.07 -0.11 -0.11 0.3833
H 0.74653 0.81918 1.87372 0.23 0.15 -0.05 0.4073
H -2.80463 -0.10774 -0.25472 0.72 -1.02 -0.42 0.2463
H 1.56380 -0.13229 -1.43826 -1.34 -0.75 -0.36 0.3976
```
Forces are in eV/Å.

Total charge: 0
DFT total energy: -297.5337 hartree
Maximum force: 1.8 eV/A

C2F5I in the gas phase at a distorted geometry, computed with ωB97M-V/def2-TZVPD.

The geometry in XYZ format:
```
8
Properties=species:S:1:pos:R:3:forces:R:3:lowdin_spin:R:1
C -0.42295 0.48386 -0.28460 0.57 -1.97 1.07 0.0354
C 0.71244 -0.44792 0.11983 -2.47 0.83 3.99 0.4278
F -0.07002 1.70824 -0.56973 0.35 0.63 -1.02 -0.0004
F -1.33958 0.53359 0.63124 -1.62 0.60 1.90 0.0174
F -1.00116 -0.21781 -1.28009 0.08 0.97 -1.46 0.0123
F 1.40515 -0.13502 1.28753 -0.73 0.33 -1.10 0.0585
F 0.10787 -1.62786 0.34382 0.08 -0.65 0.22 0.0463
I 2.18196 -0.71263 -1.42115 3.73 -0.74 -3.60 1.4027
```
Forces are in eV/Å.

Total charge: 0
DFT total energy: -873.0748 hartree
Maximum force: 5.2 eV/A
Spin multiplicity: 3

C3H5NO in the gas phase at a distorted geometry, computed with ωB97M-V/def2-TZVPD.

The geometry in XYZ format:
```
10
Properties=species:S:1:pos:R:3:forces:R:3:nbo_charge:R:1
O -0.82835 2.13445 0.36495 0.15 -0.94 -0.39 -0.5181
C -0.82257 0.99282 -0.00395 -0.55 0.48 -1.01 0.4394
C -0.39891 -0.32129 0.58080 -0.34 0.22 -0.22 -0.2196
C 0.64989 -0.51908 -0.47705 -0.13 0.28 -0.69 -0.2471
N 0.85007 -0.98241 0.89815 -0.11 -0.09 -0.06 -0.5315
H -1.06265 0.58139 -1.16812 -0.68 1.89 2.24 0.0656
H -1.22077 -1.04251 0.51555 0.29 0.13 -0.19 0.2085
H 0.03872 -0.79138 -1.38713 1.86 -1.82 0.76 0.2242
H 1.23192 0.37639 -0.70869 -0.21 -0.01 0.04 0.1979
H 1.56265 -0.42837 1.38550 -0.30 -0.14 -0.48 0.3807
```
Forces are in eV/Å.

Total charge: 0
DFT total energy: -247.1485 hartree
Maximum force: 3.0 eV/A

3 unconnected molecules or ions with the total composition CH8NO2 at a distorted geometry, computed with ωB97M-V/def2-TZVPD.

The geometry in XYZ format:
```
12
Properties=species:S:1:pos:R:3:forces:R:3:lowdin_spin:R:1
C 0.28491 1.26259 -0.24414 0.27 2.15 -1.71 0.5859
N 0.37699 0.21901 0.57081 0.18 -2.68 2.47 0.3030
H 1.12449 1.94765 -0.39149 -0.41 -0.42 0.16 0.0499
H -0.69521 1.47478 -0.64240 0.15 0.16 -0.03 0.0463
H -0.41344 -0.40770 0.62445 0.18 0.22 -0.10 0.0054
H 1.23062 -0.23868 0.91658 -0.70 0.84 -0.85 0.0054
H -3.99446 0.60487 -0.53466 0.02 0.06 -0.08 0.0000
H -3.01639 -0.11156 0.37065 0.04 0.05 0.01 0.0000
O -3.05221 0.45726 -0.40532 -0.12 -0.13 0.10 -0.0001
H 2.41088 -2.25732 -0.55513 -0.10 0.06 -0.05 0.0000
H 3.31517 -1.72316 0.54500 0.02 0.01 -0.04 0.0002
O 2.51308 -1.51776 0.05208 0.46 -0.30 0.13 0.0039
```
Forces are in eV/Å.

Total charge: 0
DFT total energy: -248.0491 hartree
Maximum force: 3.7 eV/A
Spin multiplicity: 2

C7H10N4O4 in the gas phase at a distorted geometry, computed with ωB97M-V/def2-TZVPD.

The geometry in XYZ format:
```
25
Properties=species:S:1:pos:R:3:forces:R:3:nbo_charge:R:1
O 0.83835 2.09202 -1.73906 1.97 -0.32 -1.31 -0.6021
C -0.00385 2.03355 -0.90635 -2.19 0.93 1.25 0.5348
N 0.11150 1.56170 0.35428 -0.34 -1.67 3.47 -0.6896
C 1.42768 1.36755 0.97804 0.85 1.25 -0.89 0.0658
O 1.92576 0.02618 1.10459 -0.63 0.12 -0.61 -0.5534
C 2.10309 -0.67765 -0.14170 1.04 -3.21 4.18 -0.0712
C 1.10725 -1.88784 -0.19110 1.42 0.62 1.95 -0.2553
N -0.24263 -1.40878 -0.07146 -1.03 -0.34 0.07 -0.1566
C -0.95955 -1.00500 0.98071 1.57 -0.91 -1.52 0.1100
C -2.13546 -0.44721 0.56468 -0.31 -0.47 0.32 -0.1726
N -2.81891 0.28795 1.46871 -2.49 1.89 0.49 0.0510
O -3.79170 0.98306 1.08544 1.94 -1.53 0.37 -0.3299
C -2.18909 -0.57820 -0.87853 -1.11 1.18 0.77 0.5806
O -2.99956 -0.19119 -1.67061 -0.84 0.26 -1.12 -0.5766
N -1.02373 -1.17807 -1.16681 3.47 -1.12 -4.87 -0.4215
H -0.96692 2.52059 -1.03341 -0.74 -0.19 -0.39 0.1277
H -0.73156 1.31314 1.01573 2.04 1.36 -2.33 0.4290
H 2.12673 1.89913 0.21090 -0.92 -0.45 1.84 0.1999
H 1.37961 1.82149 2.04997 0.43 -0.92 -2.04 0.2083
H 3.17205 -1.02268 -0.21850 -0.98 0.00 0.38 0.1964
H 1.97290 -0.12478 -0.95491 -0.98 2.88 -3.34 0.1926
H 1.33135 -2.42356 -1.05902 -0.50 -0.50 -2.09 0.2285
H 1.31949 -2.72003 0.52087 -0.26 1.17 0.32 0.2345
H -0.42062 -1.10326 1.85681 0.22 0.08 2.17 0.2383
H -0.53220 -1.13809 -2.15926 -1.63 -0.10 2.92 0.4314
```
Forces are in eV/Å.

Total charge: 0
DFT total energy: -792.5554 hartree
Maximum force: 6.1 eV/A

Number 6 is which compound?
C7H10N4O4